The following is a quantum chemistry calculation of a structure of composition C25H33AlBI2N10, from the Open Molecules 2025 dataset.

Last column: Mulliken spin population.
Atoms and positions in Å:
Al: -0.7766 -0.6321 0.5973  0.003
C: 0.2680 -1.3067 3.7933  0.011
C: 1.2924 -0.9802 2.7805  -0.007
C: 2.7345 -1.0624 2.8651  0.000
C: 3.1669 -0.7613 1.5783  0.000
N: 2.0998 -0.5830 0.7159  0.000
N: 0.9221 -0.5815 1.5544  -0.003
B: 1.9291 -1.4123 -0.6103  0.000
N: 1.1864 -0.4597 -1.5428  0.000
C: 1.1102 -0.3813 -2.9017  0.000
C: -0.0976 0.1592 -3.3053  -0.001
C: -0.8212 0.3837 -2.1102  -0.001
C: -2.1871 0.9559 -1.8411  0.001
N: -0.0582 0.0211 -1.0588  0.001
N: 0.9864 -2.6433 -0.3573  0.000
C: 1.3211 -3.9596 -0.1755  0.000
C: 0.1861 -4.7129 0.0907  0.000
C: -0.8888 -3.7660 0.1939  0.000
C: -2.3048 -4.1261 0.2895  0.001
N: -0.4069 -2.5318 0.0161  0.000
N: 3.2211 -1.9164 -1.1781  0.000
C: 3.2275 -2.7201 -2.3301  0.000
C: 4.2640 -2.3573 -3.1511  0.000
C: 4.8670 -1.2475 -2.4341  0.000
C: 6.0445 -0.4722 -2.8855  0.000
N: 4.2679 -1.0316 -1.2931  0.000
H: 0.0382 -0.4391 4.4349  -0.005
H: -0.7043 -1.6270 3.3014  0.004
H: 0.6589 -2.1600 4.4319  -0.003
H: 3.3604 -1.2753 3.7194  0.000
H: 4.1888 -0.8521 1.2316  0.000
H: 2.0003 -0.5849 -3.4699  0.000
H: -0.4468 0.3073 -4.3286  0.000
H: -2.6174 1.3307 -2.7480  0.000
H: -2.8539 0.1243 -1.5815  -0.001
H: -1.1202 2.5377 -0.9566  0.000
H: 2.3345 -4.2745 -0.2852  0.000
H: 0.1204 -5.7676 0.3371  0.000
H: -2.4038 -5.1867 -0.0263  0.000
H: -2.6289 -4.0528 1.3857  0.000
H: -2.9311 -3.4663 -0.3440  -0.001
H: 2.4681 -3.5036 -2.4160  0.000
H: 4.5782 -2.8152 -4.0477  0.000
H: 6.6741 -1.0640 -3.6058  0.000
H: 5.7504 0.4949 -3.3175  0.000
H: 6.6746 -0.2195 -1.9917  0.000
I: -3.3038 -1.3096 1.5158  0.021
I: -2.8283 -0.2234 5.8826  0.985
N: -0.8656 1.6834 2.8821  0.021
C: -0.0923 2.5456 3.5942  0.001
C: 0.4705 3.4285 2.6666  -0.001
C: -0.0824 3.1525 1.4034  0.001
N: -0.9098 2.0326 1.5217  -0.007
H: -1.6017 1.0867 3.2326  -0.013
H: 0.0653 2.3846 4.6391  0.000
H: 1.2154 4.1670 2.9526  0.000
H: 0.1672 3.5558 0.4121  0.000
C: -3.4158 3.7165 -1.9810  0.001
C: -3.1756 3.0513 -0.6027  0.003
C: -2.7988 4.1500 0.4094  0.001
C: -4.5384 2.4059 -0.2125  0.000
C: -2.0200 1.9819 -0.6794  -0.003
C: -1.5430 1.2878 0.5989  -0.007
H: -4.3428 4.2824 -1.9056  0.000
H: -3.5876 2.9335 -2.7616  0.000
H: -2.6173 4.3938 -2.3486  0.000
H: -3.5564 4.9539 0.3722  0.000
H: -1.8077 4.5676 0.2241  0.000
H: -2.8281 3.7125 1.4421  0.000
H: -5.3255 3.1615 -0.0399  0.000
H: -4.4652 1.8171 0.7502  -0.001
H: -4.9070 1.6999 -0.9917  0.000

As for the spin multiplicity: 2. The charge is +2. As for the gap between HOMO and LUMO (alpha / beta): 5.20 / 5.20 eV. For the energy above the lowest of the compared OMol25 structures with the same formula, charge and spin, the calculation gives 15.7 kJ/mol. Its expectation value of S² is 0.75. As for the HOMO energy (alpha / beta): -13.79 / -13.79 eV.



The following is a quantum chemistry calculation of a cluster of 2 separate species, C25H33Br2F3N4O4 in total, from the Open Molecules 2025 dataset.

Last column: Mulliken charge in e.
Atoms and positions in Å:
C: -0.4476 2.6976 6.7866  -0.922
C: -0.3551 1.1323 6.2251  -0.300
C: -1.6753 0.9253 5.2341  -0.544
C: -1.4226 -0.1957 4.0457  -0.605
C: -1.1401 0.4532 2.5620  0.373
C: -2.3097 1.3720 1.8676  0.506
C: -3.7813 1.7133 2.5060  -0.798
C: -4.8819 0.4931 2.2022  -0.470
C: -4.9478 0.3362 0.5602  -0.083
C: -6.2991 -0.4739 0.1044  -0.563
C: -7.5779 0.5579 0.1529  -0.466
N: -7.5138 1.6871 -0.8590  -0.628
C: -1.9888 2.0177 0.3662  -0.398
C: -0.5440 1.7017 -0.3540  0.141
C: -0.2471 2.3813 -1.8510  -0.556
Br: -0.6226 1.4706 -3.5993  -0.110
C: 0.3115 3.7784 -1.8122  0.324
C: 0.6830 4.6887 -3.1250  -0.904
Br: 0.6280 4.6517 -0.0071  -0.164
C: 0.6382 0.7386 0.3327  0.577
N: 1.8759 0.5242 -0.4928  -0.360
C: 2.7928 -0.3725 0.2909  0.465
C: 4.2294 -0.7882 -0.4579  -0.285
O: 3.9531 -1.3928 -1.8026  -0.135
N: 3.0714 -2.4016 -1.6916  0.045
O: 2.4294 -2.4040 -2.7526  -0.375
C: 2.5564 -0.9794 1.7818  -0.571
N: 1.2945 -0.7172 2.5536  -0.388
C: 0.3083 0.1359 1.8075  -0.067
H: 0.2819 3.4170 6.1761  0.234
H: -1.5481 3.1390 6.6774  0.246
H: -0.1729 2.8001 7.9228  0.294
H: 0.6090 1.0778 5.5251  0.184
H: -0.2997 0.3433 7.0875  0.346
H: -1.9437 1.9957 4.8331  0.262
H: -2.5284 0.4715 5.9274  0.179
H: -2.4336 -0.8222 3.9705  0.225
H: -0.5785 -0.9109 4.4360  0.290
H: -4.1902 2.6673 1.9484  0.357
H: -3.7796 1.9470 3.6536  0.250
H: -5.9150 0.9117 2.6145  0.249
H: -4.5819 -0.5133 2.7531  0.240
H: -3.9513 -0.1746 0.2129  0.233
H: -4.9609 1.4103 0.0585  -0.021
H: -6.0935 -0.9492 -0.9467  0.269
H: -6.5043 -1.3013 0.9367  0.298
H: -7.5915 1.0391 1.2207  0.201
H: -8.5631 -0.0458 -0.0463  0.274
H: -7.1271 2.5111 -0.3098  0.306
H: -6.7591 1.4632 -1.5563  0.283
H: -2.7609 2.6932 -0.1978  0.204
H: 0.5957 5.8317 -2.7928  0.306
H: 1.7336 4.4453 -3.5884  0.245
H: -0.1464 4.5255 -3.9348  0.308
H: 4.7499 0.2574 -0.6994  0.248
H: 4.8969 -1.4776 0.2215  0.302
H: 3.3826 -1.6531 2.2790  0.231
C: 5.2012 -2.9769 -4.0045  -0.517
C: 4.8378 -4.0601 -5.0037  -0.316
O: 5.8634 -4.1918 -6.0001  -0.315
C: 6.9538 -4.9434 -5.6468  0.370
O: 7.0874 -5.4830 -4.5519  -0.514
C: 7.9374 -5.0437 -6.8115  0.835
F: 8.1510 -3.8447 -7.4259  -0.239
F: 7.4973 -5.8946 -7.7826  -0.244
F: 9.1660 -5.4990 -6.4350  -0.237
H: 5.4112 -2.0335 -4.5190  0.324
H: 4.3870 -2.8190 -3.2917  0.064
H: 6.1041 -3.2419 -3.4459  0.346
H: 3.9186 -3.7799 -5.5285  0.347
H: 4.6469 -5.0193 -4.5096  0.313

The structure (SMILES) is CCCCc1c(CCCCCN)cc(/C(Br)=C(/C)Br)c2nc(CON=O)cnc12.CCOC(=O)C(F)(F)F. As for the gap between HOMO and LUMO: 6.79 eV. As for the HOMO energy: -8.36 eV.



no.,E_tot (eV),F_max (eV/A)
1,-64824.0358,3.476
2,-188827.8981,7.651